# 1
ORCA calculation (wB97M-V/def2-TZVPD) on C49H52IrNO3P4SSbSe4 as an isolated structure at a distorted geometry.

XYZ file:
```
116
Properties=species:S:1:pos:R:3:forces:R:3
Ir 0.305 -0.613 -0.763 -1.80 -0.84 0.61
C -1.646 1.946 1.006 0.03 -0.02 -0.05
N -1.522 1.135 2.197 -0.02 0.19 0.16
C -0.204 0.580 2.430 0.14 -0.10 -0.01
P 0.199 -1.097 1.705 -0.26 0.40 -0.03
C 1.479 -1.489 3.016 0.01 -0.24 -0.04
C 1.183 -2.408 4.032 -0.03 0.12 -0.06
C 2.058 -2.637 5.085 -0.05 -0.01 -0.02
C 3.253 -1.945 5.165 0.01 0.00 0.03
C 3.547 -1.008 4.190 0.07 0.03 0.01
C 2.677 -0.777 3.135 -0.04 -0.03 -0.15
C -1.138 -2.280 2.058 0.02 -0.04 -0.03
C -0.852 -3.638 1.900 0.06 -0.03 0.20
C -1.858 -4.582 1.821 -0.08 0.00 0.12
C -3.187 -4.183 1.901 0.07 0.00 0.02
C -3.485 -2.841 2.064 -0.03 0.00 -0.02
C -2.472 -1.895 2.118 0.01 0.15 0.14
C -2.297 1.421 3.333 0.09 0.07 -0.01
C -2.279 0.535 4.421 0.02 -0.01 -0.03
C -3.062 0.765 5.536 -0.02 0.01 0.02
C -3.890 1.877 5.612 -0.01 -0.02 -0.01
C -3.899 2.768 4.553 0.01 0.01 0.01
C -3.109 2.556 3.432 0.00 0.00 -0.03
P -1.654 0.940 -0.552 0.26 -0.26 0.07
C -3.342 0.231 -0.539 0.02 -0.11 0.17
C -3.781 -0.539 -1.617 0.00 -0.01 -0.12
C -5.030 -1.142 -1.614 0.04 0.00 0.03
C -5.851 -1.014 -0.504 0.00 -0.02 0.00
C -5.429 -0.261 0.581 -0.04 0.06 -0.03
C -4.187 0.358 0.563 -0.05 0.18 -0.10
C -1.852 2.344 -1.734 -0.08 -0.02 -0.07
C -2.828 2.298 -2.730 0.01 -0.02 -0.05
C -2.969 3.334 -3.643 0.01 0.00 0.01
C -2.151 4.449 -3.564 -0.01 0.00 -0.01
C -1.194 4.519 -2.563 0.03 0.03 -0.01
C -1.039 3.478 -1.661 -0.05 -0.03 0.06
H -0.839 2.683 0.923 0.03 -0.05 0.03
H -2.588 2.485 1.009 -0.01 0.03 -0.04
H 0.009 0.576 3.497 -0.01 -0.04 -0.02
H 0.555 1.209 1.946 -0.01 0.05 0.08
H 0.248 -2.940 4.034 -0.17 -0.12 -0.11
H 1.790 -3.359 5.846 -0.01 -0.01 -0.01
H 3.939 -2.124 5.984 0.01 0.00 0.00
H 4.468 -0.440 4.242 0.00 0.00 -0.01
H 2.944 -0.041 2.397 -0.01 -0.03 0.03
H 0.175 -3.968 1.810 0.03 0.02 0.06
H -1.614 -5.621 1.645 0.01 -0.04 -0.02
H -3.977 -4.916 1.793 0.01 -0.02 0.00
H -4.516 -2.510 2.088 0.03 -0.02 0.00
H -2.734 -0.848 2.156 0.05 -0.17 0.06
H -1.665 -0.354 4.379 -0.04 -0.03 -0.01
H -3.035 0.052 6.350 0.00 -0.01 0.00
H -4.515 2.043 6.479 0.01 0.01 0.01
H -4.517 3.657 4.596 -0.01 0.00 -0.01
H -3.116 3.298 2.647 -0.03 0.00 0.00
H -3.146 -0.698 -2.476 0.01 -0.03 0.05
H -5.319 -1.753 -2.461 0.00 -0.01 0.02
H -6.812 -1.514 -0.478 -0.01 0.01 -0.01
H -6.063 -0.151 1.453 0.00 0.00 0.01
H -3.902 0.935 1.431 0.00 -0.03 -0.02
H -3.492 1.449 -2.806 0.01 0.05 0.01
H -3.728 3.264 -4.411 0.00 0.00 -0.01
H -2.260 5.259 -4.275 0.01 0.01 0.00
H -0.545 5.383 -2.488 0.00 0.01 0.00
H -0.256 3.540 -0.924 0.01 0.01 -0.02
C -1.011 -0.883 -4.086 -0.06 -0.02 0.04
P 0.364 -0.329 -3.019 -0.02 -0.10 -0.52
C 0.643 1.323 -3.739 0.03 0.04 0.02
C 1.747 -1.323 -3.696 0.04 -0.06 0.02
C 2.103 -1.291 -5.043 -0.04 0.01 0.01
C 3.110 -2.108 -5.523 0.04 -0.02 0.00
C 3.770 -2.977 -4.663 -0.01 -0.01 -0.04
C 3.422 -3.015 -3.326 0.00 0.02 0.07
C 2.418 -2.182 -2.837 0.02 0.02 -0.04
P 1.904 -2.212 -1.091 -0.08 -0.08 -0.04
C 1.487 -3.970 -0.860 0.06 -0.01 -0.16
C 3.466 -2.111 -0.168 0.03 -0.04 0.01
H -0.642 -0.991 -5.107 0.02 0.04 -0.01
H -1.802 -0.130 -4.094 0.03 0.01 0.07
H -1.419 -1.834 -3.741 0.03 0.00 -0.01
H 0.952 1.198 -4.777 0.00 0.02 -0.01
H 1.400 1.870 -3.190 0.04 -0.02 0.00
H -0.293 1.879 -3.725 0.02 -0.02 0.01
H 1.588 -0.634 -5.732 -0.02 0.01 0.00
H 3.376 -2.076 -6.572 0.00 0.00 0.00
H 4.546 -3.631 -5.041 0.01 0.00 0.00
H 3.931 -3.702 -2.660 0.00 0.00 -0.01
H 2.409 -4.556 -0.848 0.00 0.00 -0.01
H 0.832 -4.302 -1.664 0.01 0.03 0.03
H 0.936 -4.111 0.061 0.02 -0.02 0.05
H 4.122 -2.919 -0.495 0.01 0.00 0.03
H 3.245 -2.237 0.894 0.04 0.00 -0.03
H 3.944 -1.149 -0.315 -0.02 0.00 -0.03
Se -3.654 -4.442 -4.162 0.05 -0.03 0.20
Sb -3.011 -4.830 -1.860 -0.14 -0.49 -0.28
Se -1.446 -2.524 -1.094 0.76 0.16 -0.17
Se -1.716 -7.122 -1.608 -0.15 0.32 -0.02
Se -4.045 -7.223 -1.082 0.22 0.44 -0.03
C 6.206 6.143 0.302 0.02 0.02 0.00
C 5.305 4.954 0.109 -0.02 -0.01 0.02
C 4.120 4.829 0.830 0.00 0.00 0.00
C 3.274 3.750 0.630 0.03 -0.05 0.02
C 3.609 2.772 -0.297 -0.05 0.06 -0.04
C 4.785 2.879 -1.021 0.01 -0.04 -0.01
C 5.625 3.963 -0.813 0.02 0.00 -0.01
S 2.516 1.393 -0.549 0.76 0.98 0.07
O 1.197 1.994 -0.667 -0.53 0.17 -0.11
O 2.608 0.593 0.650 0.23 -0.24 0.63
O 2.986 0.726 -1.736 0.37 -0.15 -0.57
H 5.969 6.674 1.223 -0.01 0.00 0.00
H 6.100 6.848 -0.525 0.00 0.00 0.00
H 7.254 5.843 0.342 0.00 -0.01 0.00
H 3.856 5.589 1.557 -0.01 0.00 0.00
H 2.353 3.659 1.194 -0.01 0.01 -0.01
H 5.029 2.112 -1.744 -0.01 0.01 0.00
H 6.546 4.041 -1.380 0.00 0.00 0.00
```
Positions in Å, forces in eV/Å.

Its charge is -1. For the LUMO energy (alpha / beta), the calculation gives 1.80 / 1.80 eV. As for the HOMO energy (alpha / beta): -3.798 / -3.799 eV. The value obtained for the molar mass is 1488.74 g mol⁻¹.

---

# 2
ORCA calculation (wB97M-V/def2-TZVPD) on an isolated molecule of C20H21N3O4S.

XYZ file:
```
49
Properties=species:S:1:pos:R:3:forces:R:3
C -1.607 -3.455 0.761 -0.04 -0.28 0.11
C -0.475 -2.502 0.588 0.06 -0.16 0.13
C 0.742 -2.692 1.236 -0.13 0.02 -0.08
C 1.789 -1.802 1.081 -0.07 0.20 -0.10
C 1.651 -0.683 0.262 -0.36 -0.26 0.01
C 2.744 0.289 0.099 0.02 0.61 0.05
N 2.427 1.532 0.258 -0.60 -0.62 0.14
N 3.368 2.469 0.170 0.30 0.38 -0.09
C 4.718 2.285 -0.037 -0.15 0.12 0.05
O 5.480 3.231 -0.032 0.18 0.06 -0.03
C 5.084 0.883 -0.270 -0.08 -0.41 -0.01
C 6.406 0.557 -0.569 -0.05 0.09 0.02
C 6.749 -0.749 -0.839 0.01 0.09 0.01
C 5.769 -1.739 -0.835 -0.05 -0.04 0.01
C 4.461 -1.434 -0.536 -0.04 0.00 0.01
C 4.096 -0.118 -0.222 0.49 0.33 -0.09
C 0.433 -0.475 -0.377 0.25 0.11 -0.06
C -0.599 -1.374 -0.216 -0.43 0.25 -0.23
S -2.132 -1.030 -1.072 -0.26 -0.01 0.32
O -1.977 0.208 -1.789 0.21 -0.03 0.20
O -2.570 -2.179 -1.810 -0.08 -0.08 0.15
N -3.182 -0.849 0.225 0.52 -0.29 -0.77
C -3.171 0.469 0.832 0.00 0.45 0.25
C -4.595 1.061 0.880 0.22 -0.01 0.37
C -4.568 2.590 0.975 -0.10 -0.28 0.02
C -4.457 3.010 -0.497 -0.02 -0.12 -0.07
C -4.917 1.760 -1.274 0.06 0.22 -0.47
O -5.297 0.786 -0.310 -0.20 -0.18 0.10
H -2.390 -2.989 1.358 -0.06 -0.06 0.04
H -1.277 -4.366 1.253 0.02 -0.05 0.03
H -2.042 -3.692 -0.207 -0.05 -0.16 0.08
H 0.869 -3.552 1.877 -0.03 -0.09 0.05
H 2.712 -1.963 1.618 0.09 -0.03 0.03
H 3.038 3.417 0.316 0.18 -0.25 -0.04
H 7.134 1.353 -0.589 0.07 0.06 0.00
H 7.772 -1.006 -1.070 0.08 -0.01 -0.02
H 6.039 -2.758 -1.074 0.00 -0.08 -0.02
H 3.705 -2.204 -0.558 -0.01 -0.06 0.00
H 0.283 0.383 -1.012 0.06 0.14 -0.06
H -4.117 -1.103 -0.075 -0.06 -0.15 -0.27
H -2.522 1.114 0.232 -0.06 0.15 0.19
H -2.760 0.397 1.844 -0.05 0.17 -0.07
H -5.158 0.584 1.688 0.05 0.07 -0.05
H -5.505 2.945 1.406 0.05 -0.01 0.05
H -3.741 2.948 1.583 0.03 0.06 0.07
H -3.430 3.258 -0.758 0.01 0.05 -0.03
H -5.085 3.871 -0.715 0.05 0.03 0.00
H -5.794 1.943 -1.898 0.10 0.00 0.02
H -4.106 1.368 -1.899 -0.14 0.07 0.05
```
Positions in Å, forces in eV/Å.

The SMILES is Cc1ccc(-c2n[nH]c(=O)c3ccccc23)cc1S(=O)(=O)NC[C@H]1CCCO1. As for the energy relative to the best compared isomer or geometry (same formula, charge and spin): 2.475 eV. For the LUMO energy, the calculation gives 0.10 eV. As for the HOMO energy: -8.714 eV. The value obtained for the molar mass is 399.47 g mol⁻¹.

---

# 3
ORCA calculation (wB97M-V/def2-TZVPD) on a 2-piece molecular cluster, H4O2 overall at a distorted geometry.

XYZ file:
```
6
Properties=species:S:1:pos:R:3:forces:R:3
O 0.799 0.980 -0.879 0.40 -1.44 -0.78
H 1.347 0.623 -0.154 -0.27 0.21 -0.46
H 0.916 0.317 -1.621 -0.16 1.17 1.31
O -0.811 -0.624 1.146 0.39 -1.49 2.64
H -1.536 -1.245 1.078 -0.10 0.29 -0.53
H -0.714 -0.052 0.430 -0.26 1.25 -2.17
```
Positions in Å, forces in eV/Å.

The SMILES is O.O. As for the energy relative to the best compared isomer or geometry (same formula, charge and spin): 0.182 eV. For the LUMO energy, the calculation gives 0.86 eV. As for the HOMO energy: -11.400 eV. The value obtained for the molar mass is 36.03 g mol⁻¹.

---

# 4
ORCA calculation (wB97M-V/def2-TZVPD) on C3H4O4Yb as an isolated structure at a distorted geometry.

XYZ file:
```
12
Properties=species:S:1:pos:R:3:forces:R:3
O -0.071 0.830 1.169 -0.97 1.61 -3.06
C 1.043 -0.224 -0.434 4.92 -0.08 -4.00
C -1.182 -0.063 0.954 -0.62 1.42 -0.55
O 1.875 -1.187 -0.122 -1.29 0.87 0.98
O -0.093 -0.585 -1.055 -2.55 1.82 1.48
C -1.262 0.174 -0.562 0.87 -5.58 1.35
H -2.068 0.394 1.420 0.09 -0.62 0.11
H -0.966 -1.100 1.271 -0.20 0.54 -0.19
H -2.111 -0.406 -0.950 -0.20 1.37 -1.04
Yb 3.766 -0.137 -0.857 -2.12 0.17 0.35
O 1.636 0.833 -0.966 -0.13 -0.43 1.47
H -0.567 1.471 0.134 2.19 -1.10 3.11
```
Positions in Å, forces in eV/Å.

As for the energy relative to the best compared isomer or geometry (same formula, charge and spin): 4.010 eV. Its charge is +1. For the LUMO energy (alpha / beta), the calculation gives -5.55 / -5.55 eV. As for the expectation value of S²: 0.759. As for the HOMO energy (alpha / beta): -13.382 / -13.435 eV. Its spin multiplicity is 2. The value obtained for the molar mass is 277.10 g mol⁻¹.